# 1
ORCA calculation (ωB97M-V with the def2-TZVPD basis set) on 2 unconnected molecules or ions with the total composition C5H8O.

Last column: Mulliken charge in e.
Positions of all 14 atoms, in Å:
C: -0.70303 1.79598 0.92678  -1.126
C: -0.09502 0.50145 -0.91948  -0.265
O: 1.20893 0.20728 -0.80568  -0.269
C: 1.39533 -1.14774 -0.36849  -0.395
C: 0.00567 -1.69273 -0.29079  -0.275
C: -0.85161 -0.71020 -0.58190  -0.389
H: -0.22862 2.77938 1.00822  0.327
H: -1.78830 1.88198 1.04328  0.323
H: -0.28345 1.11115 1.66755  0.255
H: -0.45672 1.56607 -0.52308  0.460
H: 2.02698 -1.65315 -1.10891  0.276
H: 1.92450 -1.15274 0.59264  0.247
H: -0.22180 -2.71660 -0.02027  0.410
H: -1.93289 -0.77013 -0.61986  0.420

Computed properties:
frontier orbital gap = 0.285 Eh
multiplicity = 1



# 2
ORCA calculation (ωB97M-V with the def2-TZVPD basis set) on a single C5H8O molecule.

Last column: Mulliken charge in e.
Positions of all 14 atoms, in Å:
O: 1.46443 -1.41518 0.83361  -0.578
C: 0.85939 -0.71420 -0.24556  0.069
C: -0.68356 -0.85845 -0.31444  -0.669
C: -1.28215 0.53335 -0.00364  -0.511
C: -0.07493 1.43667 0.03725  -0.211
C: 1.06870 0.77604 -0.12904  -0.706
H: 1.22639 -0.94482 1.64380  0.362
H: 1.33615 -1.13517 -1.13684  0.338
H: -0.98655 -1.18866 -1.31290  0.262
H: -1.00868 -1.62915 0.39092  0.297
H: -1.99201 0.85253 -0.77639  0.278
H: -1.83135 0.56210 0.94673  0.260
H: -0.15850 2.51013 0.18952  0.396
H: 2.06268 1.21479 -0.12303  0.414

Computed properties:
frontier orbital gap = 0.391 Eh
multiplicity = 1



# 3
ORCA calculation (ωB97M-V with the def2-TZVPD basis set) on a single C5H8O molecule.

Last column: Mulliken charge in e.
Positions of all 14 atoms, in Å:
O: 0.66874 -1.50734 -0.41530  -0.578
C: 0.07787 -0.64938 0.54384  0.170
C: 1.20346 0.32156 0.95138  -0.572
C: 1.72458 1.34590 0.03783  -0.452
C: -1.39372 0.21651 -1.28489  -0.747
C: -1.14225 0.05965 0.01338  -0.245
H: -0.01345 -2.12722 -0.70660  0.364
H: -0.21434 -1.22358 1.43980  0.283
H: 2.00468 -0.22580 1.46319  0.341
H: 0.82907 1.04581 1.71236  0.380
H: 0.92376 1.53745 -0.71086  0.196
H: -0.71251 -0.18178 -2.03267  0.287
H: -2.27109 0.74774 -1.64002  0.267
H: -1.82113 0.47292 0.75879  0.307

Computed properties:
frontier orbital gap = 0.317 Eh
multiplicity = 1



# 4
ORCA calculation (ωB97M-V with the def2-TZVPD basis set) on a single C5H8O molecule in a non-equilibrium geometry.

Last column: Mulliken charge in e.
Positions of all 14 atoms, in Å:
C: -1.10075 0.60147 0.94030  -1.444
C: -0.27749 -0.17672 -0.06128  1.175
C: 1.21109 0.20680 -0.13222  -0.856
C: 0.63117 -1.20336 0.43828  -0.713
C: -0.43037 0.12183 -1.48142  -0.119
O: -1.06813 1.07313 -1.87873  -0.581
H: -0.59398 0.72982 1.90778  0.364
H: -1.33063 1.57701 0.51396  0.350
H: -2.04503 0.07854 1.12444  0.352
H: 1.97033 -0.05351 -0.86719  0.305
H: 1.43113 1.13440 0.38628  0.288
H: 0.59323 -1.48924 1.49812  0.252
H: 0.91513 -2.02933 -0.22173  0.256
H: 0.09431 -0.57085 -2.16661  0.371

Computed properties:
frontier orbital gap = 0.372 Eh
multiplicity = 1



# 5
ORCA calculation (ωB97M-V with the def2-TZVPD basis set) on a single C5H8O molecule in a non-equilibrium geometry.

Last column: Mulliken charge in e.
Positions of all 14 atoms, in Å:
C: 1.07034 -0.87189 -0.54561  -0.585
C: 0.94802 0.55678 -0.86965  -0.684
C: -0.04159 -0.05029 0.12933  0.929
C: -1.53583 0.00205 -0.19672  -0.216
O: -2.04738 0.67748 0.86585  -0.589
C: 0.08138 0.27723 1.50708  -0.994
H: 0.68101 -1.60001 -1.25073  0.243
H: 1.90542 -1.22176 0.05326  0.275
H: 1.69397 1.24187 -0.47767  0.242
H: 0.50365 0.85232 -1.81559  0.229
H: -1.65425 0.50129 -1.18186  0.235
H: -1.93910 -1.02411 -0.32464  0.249
H: 1.06087 0.56573 1.91411  0.280
H: -0.72651 0.09329 2.19284  0.385

Computed properties:
frontier orbital gap (spin up / spin down) = 0.332 / 0.250 Eh
multiplicity = 1



# 6
ORCA calculation (ωB97M-V with the def2-TZVPD basis set) on a single C5H8O molecule in a non-equilibrium geometry.

Last column: Mulliken charge in e.
Positions of all 14 atoms, in Å:
C: -1.70298 -1.85266 0.99753  -0.678
C: -1.19779 -1.15330 0.01772  -0.108
C: 0.23807 -0.64971 -0.04942  -0.546
C: 0.62694 0.59285 -0.13087  0.527
O: -0.18279 1.65318 -0.00546  -0.489
C: 2.05076 1.12741 -0.81108  -0.847
H: -2.72328 -2.29221 1.16074  0.238
H: -1.26198 -2.16439 1.91928  0.264
H: -1.86755 -0.82959 -0.94213  0.191
H: 0.88058 -1.48483 -0.26164  0.297
H: -0.53710 1.62588 0.87964  0.349
H: 2.80690 0.28624 -0.59263  0.273
H: 2.24773 2.16581 -0.34600  0.279
H: 1.82702 1.08005 -1.91689  0.251

Computed properties:
frontier orbital gap = 0.363 Eh
multiplicity = 1



# 7
ORCA calculation (ωB97M-V with the def2-TZVPD basis set) on a single C5H8O molecule in a non-equilibrium geometry.

Last column: Mulliken charge in e.
Positions of all 14 atoms, in Å:
O: 1.16036 -1.40580 -0.21639  -0.512
C: 0.84467 -0.42511 0.73515  -0.310
C: 0.23052 0.94742 0.47586  -0.279
C: -0.17105 0.76535 -0.98261  -0.689
C: -1.25048 -0.23537 -0.46522  -0.475
C: -0.60675 -0.22194 0.93800  -0.309
H: 2.09038 -1.36771 -0.46118  0.311
H: 1.61409 -0.25527 1.46929  0.418
H: 0.57625 1.74779 1.13723  0.420
H: 0.60279 0.22236 -1.55095  0.160
H: -0.45302 1.64566 -1.54578  0.335
H: -2.22183 0.26425 -0.46510  0.293
H: -1.32238 -1.21523 -0.94522  0.260
H: -1.09355 -0.46638 1.87691  0.377

Computed properties:
frontier orbital gap = 0.363 Eh
multiplicity = 1



# 8
ORCA calculation (ωB97M-V with the def2-TZVPD basis set) on a molecular structure, C5H8O in a non-equilibrium geometry.

Last column: Mulliken charge in e.
Positions of all 14 atoms, in Å:
O: 0.74957 0.81040 1.58091  -0.524
C: 0.46946 0.51271 0.25166  0.901
C: 1.38264 0.86292 -0.73224  -1.050
C: -1.00074 0.64403 -0.11392  -0.676
C: -1.59423 -0.69405 0.15279  -0.380
C: -0.13326 -1.04554 0.02284  -0.607
H: 1.69296 0.63607 1.69785  0.358
H: 2.05871 1.70203 -0.59659  0.322
H: 1.37957 0.37479 -1.69877  0.270
H: -1.22592 1.17696 -1.03969  0.278
H: -2.01738 -0.83790 1.14686  0.243
H: -2.24772 -1.10679 -0.61448  0.255
H: 0.30672 -1.59301 0.86119  0.283
H: 0.16923 -1.46187 -0.93315  0.329

Computed properties:
frontier orbital gap (spin up / spin down) = 0.272 / 0.295 Eh
multiplicity = 1



# 9
ORCA calculation (ωB97M-V with the def2-TZVPD basis set) on a molecular structure, C5H8O.

Last column: Mulliken charge in e.
Positions of all 14 atoms, in Å:
C: -0.89202 -1.58077 0.71389  -0.591
C: -1.60006 -0.74852 -0.04891  -0.453
C: 0.44594 1.36076 -0.72567  -0.538
C: 1.04111 1.06722 0.62075  -0.119
O: 1.73136 -0.07468 0.01365  -0.366
C: 1.15018 0.32294 -1.17185  -0.193
H: -1.17912 -1.70331 1.75704  0.253
H: -0.12732 -2.24632 0.35735  0.253
H: -2.54252 -0.44316 0.36938  0.231
H: -1.38580 -0.46915 -1.07955  0.295
H: -0.15199 2.17259 -1.10555  0.344
H: 0.41121 0.74927 1.45678  0.233
H: 1.75682 1.82708 0.93041  0.268
H: 1.34221 -0.23395 -2.08771  0.383

Computed properties:
frontier orbital gap = 0.370 Eh
multiplicity = 1



# 10
ORCA calculation (ωB97M-V with the def2-TZVPD basis set) on a molecular structure, C5H8O in a non-equilibrium geometry.

Last column: Mulliken charge in e.
Positions of all 14 atoms, in Å:
C: 1.86406 0.22024 -1.30891  -0.573
C: 0.81233 -0.65417 -1.54953  -0.528
C: -1.12623 -0.26064 -0.27072  -0.417
C: -0.75936 -0.32691 1.17264  -0.190
C: -1.02472 1.15303 1.11913  -0.310
O: -1.40036 1.07856 -0.25301  -0.230
H: 1.97642 1.07401 -1.95330  0.258
H: 2.72492 -0.10032 -0.74194  0.272
H: 0.82990 -1.64332 -1.11498  0.299
H: 0.09134 -0.43311 -2.31934  0.291
H: 0.04442 -0.76987 1.85088  0.356
H: -1.98239 -1.07688 0.83958  0.261
H: -1.90677 1.44085 1.64671  0.240
H: -0.18424 1.83622 1.16461  0.273

Computed properties:
frontier orbital gap = 0.322 Eh
multiplicity = 1



# 11
ORCA calculation (ωB97M-V with the def2-TZVPD basis set) on a molecular structure, C5H8O in a non-equilibrium geometry.

Last column: Mulliken charge in e.
Positions of all 14 atoms, in Å:
C: -0.90517 -0.55113 -1.29700  -1.119
C: -0.39391 -0.05344 0.30444  0.555
C: -0.20102 1.32439 0.54113  -1.125
C: 1.63825 0.46310 1.64260  0.161
O: 1.87732 0.56737 2.76387  -0.288
C: 0.72080 -0.85022 -0.13419  -0.903
H: -0.48201 0.13174 -2.03331  0.343
H: -0.84968 -1.58529 -1.64637  0.367
H: -1.96311 -0.31664 -1.16316  0.377
H: -1.08062 -0.56821 0.97725  0.321
H: -1.00972 1.90289 0.98134  0.306
H: 0.44731 1.87600 -0.13776  0.288
H: 0.74356 -1.92712 -0.00217  0.368
H: 1.45801 -0.41345 -0.79667  0.350

Computed properties:
frontier orbital gap (spin up / spin down) = 0.278 / 0.278 Eh
multiplicity = 1



# 12
ORCA calculation (ωB97M-V with the def2-TZVPD basis set) on 2 unconnected molecules or ions with the total composition C5H8O in a non-equilibrium geometry.

Last column: Mulliken charge in e.
Positions of all 14 atoms, in Å:
C: -0.81291 0.80485 0.51461  -0.314
C: -1.07485 -0.58759 0.16832  0.088
C: 0.22904 -1.21783 -0.29131  -0.770
C: 1.25530 -0.17973 0.14352  -0.492
C: 0.66357 0.89756 0.66391  -0.474
O: -1.13591 -0.16943 1.52623  -0.419
H: -0.13756 1.16430 -1.67527  0.092
H: -1.50861 1.63196 0.34437  0.443
H: -2.04310 -0.93854 -0.17262  0.451
H: 0.42249 -2.15724 0.23343  0.316
H: 0.18191 -1.44621 -1.36710  0.352
H: 2.31781 -0.38796 0.17627  0.371
H: 0.55309 0.90822 -1.54283  -0.054
H: 1.08972 1.67764 1.27849  0.411

Computed properties:
frontier orbital gap = 0.377 Eh
multiplicity = 1



# 13
ORCA calculation (ωB97M-V with the def2-TZVPD basis set) on a single C5H8O molecule.

Last column: Mulliken charge in e.
Positions of all 14 atoms, in Å:
C: 2.69293 0.51599 -0.21558  -1.256
C: 1.37484 -0.11246 -0.20348  0.862
C: 0.25628 -0.54807 -0.31776  -0.451
C: -1.16365 -0.82555 -0.54746  -0.444
C: -2.06688 -0.09173 0.48107  -0.467
O: -1.49566 1.07623 1.01354  -0.490
H: 2.56511 1.59757 -0.30152  0.283
H: 3.27149 0.30780 0.68573  0.316
H: 3.26652 0.17821 -1.08103  0.284
H: -1.38647 -0.47517 -1.56267  0.230
H: -1.37433 -1.90188 -0.52022  0.303
H: -2.98344 0.22808 -0.02214  0.281
H: -2.35246 -0.79575 1.27674  0.263
H: -0.60430 0.84675 1.31480  0.287

Computed properties:
frontier orbital gap = 0.386 Eh
multiplicity = 1



# 14
ORCA calculation (ωB97M-V with the def2-TZVPD basis set) on 2 unconnected molecules or ions with the total composition C5H8O in a non-equilibrium geometry.

Last column: Mulliken charge in e.
Positions of all 14 atoms, in Å:
C: 1.85324 0.40255 -0.25318  -0.778
C: 0.94952 -0.13323 0.56521  -0.153
C: -1.15865 1.08451 0.22777  -0.611
C: -1.89668 0.15660 -0.37264  -0.445
O: -0.26704 -1.56799 -0.94985  -0.448
C: 0.40230 -1.40109 0.03972  0.102
H: 1.78751 0.21278 -1.32170  0.255
H: 2.69221 0.96527 0.12814  0.285
H: 0.96580 0.03563 1.64012  0.411
H: -0.61316 1.82981 -0.34019  0.261
H: -1.12664 1.18385 1.30752  0.286
H: -2.01136 0.11956 -1.44887  0.208
H: -2.40100 -0.62779 0.18650  0.295
H: 0.82395 -2.26047 0.59144  0.331

Computed properties:
frontier orbital gap = 0.356 Eh
multiplicity = 1



# 15
ORCA calculation (ωB97M-V with the def2-TZVPD basis set) on a single C5H8O molecule in a non-equilibrium geometry.

Last column: Mulliken charge in e.
Positions of all 14 atoms, in Å:
O: -1.19113 1.96556 0.58273  -0.573
C: -0.72784 0.63812 0.55216  0.262
C: -1.07655 -0.60373 -0.40338  -0.762
C: 0.27860 -1.13114 0.02854  -0.205
C: 1.34452 -0.41935 -0.68427  -0.571
C: 0.73747 0.37250 0.43983  -0.496
H: -0.61486 2.51680 0.04245  0.337
H: -1.07372 0.22737 1.50192  0.216
H: -1.13823 -0.36672 -1.47262  0.249
H: -1.94084 -1.21644 -0.12470  0.277
H: 0.37100 -2.05479 0.58995  0.347
H: 1.28765 -0.17040 -1.74050  0.239
H: 2.32547 -0.77434 -0.35998  0.237
H: 1.41801 0.98470 1.03566  0.443

Computed properties:
frontier orbital gap = 0.372 Eh
multiplicity = 1



# 16
ORCA calculation (ωB97M-V with the def2-TZVPD basis set) on a single C5H8O molecule.

Last column: Mulliken charge in e.
Positions of all 14 atoms, in Å:
C: 1.41712 0.49169 -0.74733  -1.255
C: -0.05223 0.15286 -0.86979  0.206
C: -0.70662 -1.09980 -0.41489  -0.688
C: -0.99800 0.18037 0.33623  -0.125
C: -0.45812 0.19123 1.72071  -0.183
O: 0.41172 -0.55500 2.12523  -0.500
H: 1.78922 0.32317 0.26766  0.312
H: 2.02555 -0.09371 -1.44583  0.289
H: 1.56566 1.54835 -0.99937  0.317
H: -0.51578 0.56813 -1.76350  0.366
H: -0.11947 -1.79421 0.18017  0.262
H: -1.49427 -1.54270 -1.01845  0.273
H: -1.94100 0.70939 0.21226  0.388
H: -0.92375 0.92024 2.41692  0.337

Computed properties:
frontier orbital gap = 0.400 Eh
multiplicity = 1



# 17
ORCA calculation (ωB97M-V with the def2-TZVPD basis set) on a single C5H8O molecule in a non-equilibrium geometry.

Last column: Mulliken charge in e.
Positions of all 14 atoms, in Å:
C: -1.31997 -0.09581 -0.81672  -0.362
C: 0.02123 -0.51565 -1.39751  -0.629
C: 0.62442 0.42183 -0.34816  0.356
O: -0.69048 0.97975 -0.07803  -0.460
C: 0.36266 0.28593 1.96561  -0.658
C: 1.04737 -0.22585 0.93763  -0.542
H: -2.04551 0.34115 -1.50076  0.291
H: -1.79674 -0.89782 -0.22216  0.229
H: 0.14753 -0.16383 -2.41911  0.266
H: 0.27038 -1.56998 -1.30519  0.262
H: 1.33521 1.17587 -0.70615  0.354
H: 0.21323 -0.12850 2.94099  0.307
H: -0.00674 1.30309 1.91860  0.211
H: 1.96518 -0.80424 1.06163  0.375

Computed properties:
frontier orbital gap = 0.371 Eh
multiplicity = 1



Total energy (hartree)
-270.38744, -270.53111, -270.37565, -270.47732, -270.36925, -270.45480, -270.45792, -270.37892, -270.42615, -270.29331, -270.36807, -270.42805, -270.48272, -270.44069, -270.45094, -270.51477, -270.44698
Relative energy (zero: lowest compared OMol25 entry of this formula, charge and spin) (kJ/mol)
447.5, 70.3, 478.5, 211.5, 495.3, 270.7, 262.5, 469.9, 345.9, 694.7, 498.4, 340.9, 197.4, 307.7, 280.8, 113.2, 291.2
Molar mass (g/mol)
84.1, 84.1, 84.1, 84.1, 84.1, 84.1, 84.1, 84.1, 84.1, 84.1, 84.1, 84.1, 84.1, 84.1, 84.1, 84.1, 84.1